21
Properties=species:S:1:pos:R:3:forces:R:3 method="wB97M-V/def2-TZVPD" total_charge=+1 e_above_lowest_kcal_mol=74.46 largest_force_ev_per_a=5.3 energy_ev=-15781.217
C 1.29100 2.02673 -1.78550 0.8 -2.7 -2.0
C 1.14083 -1.04711 -1.20093 -0.3 0.4 2.5
C -1.74364 -0.64237 0.87436 0.6 3.4 0.3
C -0.40151 0.78034 0.64424 -1.6 -2.8 -1.0
N -1.34237 -1.15478 2.19765 1.1 -0.9 -2.4
O 0.56679 0.21772 1.55988 -3.7 3.3 1.8
Si 0.14511 0.61415 -1.29089 0.7 -1.0 1.5
H 2.22250 1.95702 -1.25009 -0.1 0.9 1.4
H 1.85448 1.76290 -2.73499 -1.3 -0.1 0.2
H 0.80501 2.93063 -2.02743 -0.1 1.4 0.5
H 1.48117 -1.23285 -0.10701 -0.1 0.2 -1.8
H 0.74167 -2.02078 -1.46042 -0.7 0.2 -0.3
H 2.01115 -0.92202 -1.78415 1.2 0.1 -0.6
H -2.72178 -0.21283 0.94487 -0.4 0.6 0.2
H -1.87790 -1.39288 0.16979 0.8 -1.3 -1.6
H -0.83795 1.72785 1.01321 0.2 -0.8 0.1
H -0.41258 -0.65617 2.08548 1.0 0.0 1.8
H -1.07942 -2.14960 2.24399 -0.9 0.4 0.3
H -1.97070 -0.76941 2.84327 -0.6 0.0 1.8
H 1.22349 -0.09426 1.04027 3.6 -1.8 -2.3
H -1.09535 0.27774 -1.97560 -0.3 0.5 -0.3

***

21
Properties=species:S:1:pos:R:3:forces:R:3 method="wB97M-V/def2-TZVPD" total_charge=0 e_above_lowest_kcal_mol=34.58 largest_force_ev_per_a=2.3 smiles="C=CCC.O.O.O" energy_ev=-10516.430
C 0.20990 -2.52421 1.06680 1.1 0.0 1.1
C 0.18081 -1.66815 0.06944 -1.3 -0.7 -1.8
C 1.06240 -0.56398 -0.33646 -0.1 1.4 0.5
C 1.33799 -0.32958 -1.82911 -0.2 -1.7 -0.3
H -0.45168 -3.35448 1.24665 -0.6 0.2 -0.3
H 0.98093 -2.43467 1.83185 0.2 -0.1 -0.2
H -0.67860 -1.69007 -0.61706 0.1 -0.5 0.1
H 0.43686 0.27123 0.00865 0.8 0.4 0.1
H 2.03343 -0.57793 0.16346 -0.2 0.1 0.4
H 2.35664 0.02111 -1.94954 0.0 0.3 -0.2
H 1.28235 -1.29928 -2.34467 0.3 0.0 0.0
H 0.62495 0.26303 -2.39467 -0.1 0.5 0.4
O -0.60863 1.11673 2.02109 0.6 0.4 1.4
H -0.74446 1.10591 2.98644 -0.6 -0.3 -0.4
H 0.31394 1.41885 2.05250 -0.1 -0.1 -0.9
O 0.29289 2.67882 -0.23231 -0.1 0.3 -0.2
H -0.34378 2.63440 -0.94986 0.1 -0.4 -0.5
H -0.25672 3.11082 0.42001 0.0 0.1 0.6
O -2.47070 0.68959 -0.71179 1.1 -0.1 -0.1
H -3.40973 0.76508 -0.64339 -0.9 0.0 0.2
H -2.14881 0.36677 0.14197 -0.1 0.2 -0.1

***

21
Properties=species:S:1:pos:R:3:forces:R:3 method="wB97M-V/def2-TZVPD" total_charge=+1 e_above_lowest_kcal_mol=68.12 largest_force_ev_per_a=5.2 multiplicity=2 energy_ev=-10505.610 s2=0.755
C 1.50678 0.50697 -1.03899 1.8 0.8 -3.8
O 1.44793 1.89880 -1.29005 0.9 -1.9 0.0
C 0.20427 -0.15976 -1.54279 -2.2 -0.3 1.1
C 0.19095 -1.66941 -1.10329 0.7 0.9 0.2
C -0.13467 -1.94407 0.39312 1.8 2.0 0.7
H 1.76509 0.21120 -0.04651 -0.2 -0.1 1.6
H 2.33226 0.24995 -1.73536 0.0 -0.3 0.9
H 0.58211 2.18670 -1.05175 -1.7 1.1 0.7
H -0.63435 0.41641 -1.11202 0.0 -0.5 0.2
H 0.01135 -0.13694 -2.60464 0.8 0.5 -0.5
H -0.63555 -2.12574 -1.68582 0.4 0.3 -0.1
H 1.18670 -2.03538 -1.55267 -1.5 -0.2 1.3
H -1.13219 -1.67240 0.74842 -0.3 -0.4 -0.8
H 0.11862 -2.96770 0.52206 -0.2 -1.0 0.6
H 0.46113 -1.36640 1.24021 -0.3 -0.9 -2.0
H -3.83121 2.04521 0.60216 -0.2 0.2 0.4
H -2.72729 1.04184 1.09376 -3.1 3.1 1.9
O -3.46306 1.79206 1.46610 3.3 -3.2 -2.3
H 0.48455 0.78356 3.42583 1.4 0.9 -1.2
H 1.04686 1.88904 2.47620 -0.9 3.1 -0.7
O 1.21974 1.05606 2.79603 -0.6 -3.9 1.8

***

22
Properties=species:S:1:pos:R:3:forces:R:3 method="wB97M-V/def2-TZVPD" total_charge=0 e_above_lowest_kcal_mol=44.78 largest_force_ev_per_a=3.5 smiles="C=CC=C.O.O.O.O" energy_ev=-12563.086
C 2.70824 -1.69094 -1.57796 0.8 0.2 -2.0
C 2.59012 -1.44816 -0.30892 -1.5 1.5 2.8
C 1.78450 -0.30377 0.32477 0.2 -0.8 -1.4
C 2.05854 0.01846 1.58474 -1.3 1.3 0.6
H 2.42129 -0.83415 -2.23287 -0.2 -1.4 -0.1
H 3.26326 -2.60819 -1.89781 -0.5 1.2 -0.1
H 3.10905 -2.01577 0.44332 0.0 -0.6 0.2
H 0.96179 0.16008 -0.28995 1.4 -0.2 0.7
H 1.62540 0.92405 2.11302 0.4 -1.4 -0.7
H 2.64714 -0.67132 2.16090 0.6 0.2 0.3
O -1.78131 2.56602 -0.06484 0.2 -0.3 -0.1
H -1.87055 3.50200 -0.22466 0.0 0.4 -0.1
H -2.45572 2.35751 0.59177 -0.2 -0.2 0.1
O -0.02279 0.78827 -2.25240 -0.1 0.4 0.7
H -0.29630 1.27926 -1.44969 0.0 -0.3 -0.5
H -0.58895 1.17089 -2.92426 -0.1 0.0 -0.3
O -3.45549 0.75104 1.74885 -2.2 2.0 -1.1
H -2.77884 0.30766 1.27447 1.3 -1.3 0.6
H -3.58485 0.79911 2.68630 1.0 -0.8 0.4
O -1.60438 -1.60406 0.46609 -1.2 -1.1 -2.0
H -1.67520 -2.19421 -0.36491 0.5 1.5 2.2
H -0.71423 -1.64058 0.79694 0.7 -0.2 -0.1

***

21
Properties=species:S:1:pos:R:3:forces:R:3 method="wB97M-V/def2-TZVPD" total_charge=0 e_above_lowest_kcal_mol=60.63 largest_force_ev_per_a=5.2 smiles=CO[Si@H](C)[SiH](C)C energy_ev=-22177.343
C 3.17653 -1.01334 -0.07608 -1.0 -0.6 -0.8
O 1.78672 -0.96390 -0.50666 0.9 -2.0 0.7
Si 0.83072 0.33004 -0.59317 1.1 3.4 0.5
C 1.06874 1.61695 0.96584 -0.7 -1.1 0.0
Si -1.32468 -0.54848 -0.72828 1.3 -2.0 1.0
C -1.60006 -1.54890 0.90579 2.5 4.5 -0.2
C -2.66092 0.66593 -0.93018 -0.5 0.1 0.5
H 3.30015 -1.98254 0.56987 -0.1 2.3 -0.8
H 3.27017 0.00665 0.37300 1.1 -1.3 0.3
H 3.81790 -1.14657 -1.00821 -0.6 0.4 1.3
H 1.58518 1.15621 -1.64142 -0.9 -0.2 -0.1
H 0.69618 0.93803 1.77720 0.6 0.8 0.0
H 2.08162 2.03489 1.18461 -0.6 -0.8 -0.2
H 0.41750 2.51847 1.01208 0.1 -0.7 -0.5
H -0.99114 -1.66893 -1.66546 -0.6 0.4 -0.5
H -1.61941 -0.71259 1.66595 0.0 -1.0 -0.3
H -2.48235 -2.03387 0.95965 -2.8 -1.9 0.1
H -0.72674 -2.12435 1.08748 0.6 -0.8 0.2
H -3.61258 0.11014 -1.04034 0.3 0.7 0.2
H -2.58883 1.33041 -0.02938 -0.5 -0.7 -0.7
H -2.45511 1.27939 -1.78108 -0.2 0.5 -0.7

***

22
Properties=species:S:1:pos:R:3:forces:R:3 method="wB97M-V/def2-TZVPD" total_charge=0 e_above_lowest_kcal_mol=57.49 largest_force_ev_per_a=3.9 smiles="[SiH2]=C1C=CC1([SiH3])[SiH3].[SiH4]" energy_ev=-35878.780
Si -1.33510 0.81055 1.86746 0.9 -0.6 0.9
C 0.12372 0.30641 1.00809 -1.3 -0.5 1.3
C 1.23446 0.92224 0.32532 1.4 0.1 -0.2
C 1.83839 -0.28109 0.00341 -1.8 1.8 -0.2
C 0.66968 -1.06922 0.65546 1.0 -0.6 -0.6
Si 1.64355 -2.03754 1.95124 -2.3 -0.7 1.4
Si -0.52091 -2.16576 -0.33679 -0.6 2.5 2.9
H -1.93673 0.10195 3.15081 0.5 0.3 -1.7
H -1.27041 2.24353 2.08191 -0.3 0.5 0.0
H 1.55193 1.98360 0.33392 -0.2 -0.9 -0.4
H 2.72622 -0.56978 -0.54573 0.0 0.0 0.3
H 2.88339 -2.29682 1.37743 1.7 -0.5 -0.7
H 0.98957 -3.36544 2.31747 0.2 0.5 -0.3
H 1.83104 -1.42453 3.28110 0.0 0.4 -0.1
H -1.05732 -1.57465 -1.48032 -0.6 0.9 -1.5
H -1.61357 -2.22931 0.69436 0.1 -0.6 -0.4
H 0.15165 -3.27549 -0.71371 1.2 -2.8 -0.6
Si -0.82775 2.74331 -2.29069 0.5 1.8 0.8
H -1.63009 1.74091 -1.63310 -0.4 -0.2 0.4
H 0.59864 2.63967 -2.02014 0.3 -0.1 0.5
H -0.84225 2.60422 -3.66468 -0.3 -0.6 -2.3
H -1.19971 4.21703 -2.16207 -0.1 -0.8 0.5

***

32
Properties=species:S:1:pos:R:3:forces:R:3 method="wB97M-V/def2-TZVPD" total_charge=+2 e_above_lowest_kcal_mol=84.60 largest_force_ev_per_a=4.4 energy_ev=-119216.964
Be -0.56426 -1.87608 0.45797 1.0 2.4 0.7
Be 0.07364 0.96604 1.79759 -0.1 -2.4 -1.6
B 0.25956 -0.99054 2.11521 0.2 -1.2 0.9
H 0.88578 -0.53772 2.86824 2.9 1.4 2.7
H -0.72276 -0.54412 2.11509 -2.2 0.6 1.8
H 0.72696 -0.87310 1.14982 2.1 -1.3 -1.9
H 0.19123 -2.03058 2.39428 -0.5 -3.9 1.6
B -0.78203 0.19215 0.13431 0.3 3.2 -1.1
H -0.94505 1.09264 -0.43734 -0.7 2.5 -1.8
H -1.26010 -0.61965 -0.39169 -1.8 -3.5 -2.0
H 0.26439 -0.03991 0.25834 0.1 0.3 -0.6
H -1.20785 0.23541 1.12479 -0.8 3.0 2.4
C 2.88044 2.12098 -0.19434 2.1 1.3 -0.5
Cl 1.61740 0.99268 0.38755 1.7 3.2 0.4
Cl 2.37158 2.74180 -1.77926 1.2 -0.8 1.4
Cl 4.44341 1.27246 -0.24474 0.1 2.8 -0.4
H 2.96285 2.93786 0.52262 -0.1 -0.1 -0.2
C -4.18856 -1.33827 1.92045 -0.5 -2.0 0.1
Cl -4.60697 -2.87711 1.05503 0.1 1.0 0.3
Cl -2.64789 -0.73577 1.31119 -4.0 -1.7 0.5
H -4.92782 -0.56032 1.72968 0.0 -0.3 0.2
H -3.99932 -1.64978 2.94769 -0.5 0.5 0.0
C 2.63026 -1.31518 -1.42892 1.8 -0.6 0.9
Cl 0.87244 -1.19688 -1.27301 0.0 -1.7 -1.7
Cl 3.51865 -1.13229 0.13477 -1.2 -3.4 -0.5
H 2.85361 -2.29140 -1.85927 0.1 0.3 0.0
H 2.97379 -0.46300 -2.01533 -0.4 -0.1 -0.4
C -0.84998 1.63941 -2.87664 -0.4 -0.4 -0.8
Cl 0.17259 0.87388 -4.11680 -0.1 -0.1 0.1
Cl -0.30227 3.25355 -2.54033 -0.9 0.8 0.1
H -1.85696 1.74130 -3.28123 0.1 -0.3 0.0
H -0.83675 1.01154 -1.98574 0.1 0.5 -0.8

***

31
Properties=species:S:1:pos:R:3:forces:R:3 method="wB97M-V/def2-TZVPD" total_charge=-1 e_above_lowest_kcal_mol=0.00 largest_force_ev_per_a=1.2 energy_ev=-126508.340
N -2.46799 3.38194 -1.34532 0.2 -0.7 0.8
B -3.14618 2.13299 -1.04556 0.1 0.3 0.1
O -3.91201 2.13415 0.15192 0.5 0.5 -0.4
Ga -3.04756 0.46415 -2.34495 -0.5 0.2 -0.3
P -0.98625 -0.55791 -1.72210 0.2 0.4 1.2
O -0.54024 -0.19890 -0.31926 0.0 -0.4 -0.9
O -0.99387 -2.20292 -1.79849 0.3 0.3 -0.2
O 0.20828 -0.14284 -2.79620 -0.2 -0.3 0.2
H -1.57964 3.24569 -1.81983 -0.4 0.2 -0.2
H -2.31310 3.92724 -0.49458 -0.1 0.1 -0.3
H -3.51894 1.48392 0.73875 -0.2 -0.4 0.1
H -2.94622 0.93316 -3.89170 0.3 -0.1 0.0
H -4.19432 -0.63484 -2.19975 0.1 0.0 0.1
H -0.64173 -2.49966 -0.94805 0.0 -0.1 0.1
H -0.21402 0.43539 -3.44164 0.0 0.0 -0.2
Cl 0.51350 3.13129 3.92713 0.0 0.0 0.0
C 1.12551 1.48466 3.58769 0.0 -0.1 0.0
C 0.46515 0.84373 2.39379 0.1 0.1 -0.2
Cl -1.24524 0.47677 2.68056 -0.1 0.0 0.3
H 0.97559 0.89259 4.48788 0.0 0.0 0.0
H 2.19440 1.58302 3.40005 0.0 0.0 0.0
H 0.98529 -0.08541 2.16553 -0.3 0.0 0.0
H 0.50758 1.47516 1.50957 0.0 -0.1 0.0
Cl 1.58772 -4.01931 0.51284 -0.1 0.0 0.0
C 2.61706 -3.06822 -0.59098 0.0 0.1 -0.1
C 3.73171 -2.38837 0.16249 0.0 0.0 -0.1
Cl 3.11519 -1.09055 1.21688 0.2 0.0 0.0
H 1.98547 -2.34956 -1.11088 0.0 0.0 0.1
H 3.03679 -3.76519 -1.31509 0.0 0.0 0.0
H 4.42647 -1.92329 -0.53546 -0.1 0.0 0.0
H 4.27160 -3.09888 0.78475 0.0 0.0 0.0

***

22
Properties=species:S:1:pos:R:3:forces:R:3 method="wB97M-V/def2-TZVPD" total_charge=0 e_above_lowest_kcal_mol=83.45 largest_force_ev_per_a=6.0 multiplicity=2 energy_ev=-9413.568 s2=0.751
C 1.74073 -0.14327 2.12728 1.4 -2.5 1.0
C 0.74679 0.30593 1.18047 -4.6 2.5 -2.9
C 1.14837 0.70137 -0.19975 2.7 0.0 -1.9
C 0.18307 0.53707 -1.35042 1.9 2.1 -1.9
N -0.24836 -0.78915 -1.65763 2.7 -3.0 -0.1
N -0.54457 -0.65908 0.88243 0.6 -0.9 0.5
H 1.38229 -0.90948 2.84688 0.1 0.7 -0.4
H 2.12564 0.67663 2.67396 0.3 1.1 0.8
H 2.64641 -0.60512 1.67397 -0.7 0.1 -0.2
H 0.28424 1.35138 1.35289 0.0 -2.0 1.4
H 1.51788 1.79236 -0.24399 -0.4 -1.4 0.2
H 1.99908 0.05786 -0.55882 -0.2 0.6 0.6
H 0.76916 0.87693 -2.23006 0.4 -0.1 0.3
H -0.54221 1.29732 -1.49419 -1.7 0.2 1.0
H 0.67736 -1.39548 -1.76595 -1.9 1.2 1.1
H -0.39493 -0.80720 -2.63871 -1.5 0.1 -1.2
H -0.68416 -1.14013 -0.21762 0.6 1.1 1.9
H -1.47951 -0.29501 1.13069 -0.2 1.1 -0.3
H -0.53366 -1.35819 1.62265 0.4 -0.9 -0.1
H -4.01327 0.78172 -0.81173 0.2 0.1 0.2
H -3.53633 -0.46853 -1.48313 0.3 -0.2 0.1
O -3.24404 0.19206 -0.83921 -0.4 0.1 -0.3

***

22
Properties=species:S:1:pos:R:3:forces:R:3 method="wB97M-V/def2-TZVPD" total_charge=+1 e_above_lowest_kcal_mol=198.49 largest_force_ev_per_a=3.6 energy_ev=-9405.055
N 1.36194 -1.09826 -0.21291 -1.8 0.6 1.1
C -0.01788 -1.21297 0.06532 0.6 -1.8 -0.9
C -0.82880 -0.50514 -0.94204 -1.2 1.4 -1.9
N -0.19874 0.78499 -1.19936 -3.5 0.8 0.6
C -0.04568 1.35126 0.11902 2.6 1.4 -0.1
C -1.13981 1.71574 -2.05907 0.1 -0.5 1.3
H 4.24253 -1.78148 -0.16155 -0.4 -0.1 -1.1
H 1.69873 -2.03764 -0.04078 1.0 -0.7 -0.2
H 3.97737 -1.80673 -0.89326 0.5 0.0 1.1
H -0.16968 -0.72212 1.03498 -0.1 0.4 0.7
H -0.46021 -2.18882 0.18167 0.5 -0.8 0.2
H -1.88479 -0.37970 -0.59885 0.5 -0.1 -0.3
H -0.79024 -1.05696 -1.89782 -0.3 -0.3 0.6
H -0.95088 1.38339 0.74354 -0.2 -0.3 -0.2
H 0.31184 2.35384 -0.07218 0.0 0.5 0.6
H 0.75665 0.83151 0.69344 -0.4 0.8 -0.5
H -2.08775 2.19331 -1.53929 2.1 -1.2 -0.3
H -1.51904 1.10907 -2.88144 0.3 0.2 -0.1
H -0.47809 2.52589 -2.37047 -0.3 -0.1 -0.3
H 0.14934 -0.86894 3.70821 -3.0 1.6 1.3
H -1.17304 -0.22963 4.58356 0.6 -0.4 0.8
O -0.75377 -0.36059 3.73929 2.5 -1.2 -2.2

***

22
Properties=species:S:1:pos:R:3:forces:R:3 method="wB97M-V/def2-TZVPD" total_charge=+1 e_above_lowest_kcal_mol=58.45 largest_force_ev_per_a=4.5 energy_ev=-9411.128
C 1.19721 0.98192 0.56579 -1.2 -0.8 0.6
C 1.06620 -0.34720 -0.18334 2.6 -2.2 0.8
C -0.09834 -0.81800 -1.00991 -2.8 0.1 -0.4
C -0.98180 0.42855 -1.55782 4.3 -1.4 0.6
N -0.15717 1.21589 -2.51942 0.8 -3.8 -1.9
N 0.26360 0.98258 1.87557 -0.5 0.1 -0.1
H 0.83776 1.77579 -0.17778 1.0 -0.5 1.7
H 2.16036 0.99694 1.09813 0.0 0.7 -1.2
H 1.91828 -0.25637 -0.89454 -0.3 0.0 0.5
H 1.34495 -1.28261 0.47802 -0.1 2.0 -0.8
H -0.79115 -1.52652 -0.39734 1.0 1.3 -1.0
H 0.29056 -1.43992 -1.85510 -0.4 0.5 0.7
H -1.87371 0.01292 -1.95327 -1.3 0.3 0.2
H -0.88380 1.07471 -0.67999 -1.9 0.0 0.0
H -0.00520 0.60697 -3.45720 -0.4 1.9 2.8
H -0.73495 1.95704 -2.78219 -0.8 1.6 -0.9
H -0.25982 1.85051 1.98534 0.0 0.1 -0.2
H -0.42943 0.24857 1.73334 -0.3 -0.3 0.2
H 0.66882 0.81746 2.83003 0.2 -0.1 -1.4
H -0.57489 -2.61588 1.90490 1.3 -0.9 -0.9
H -1.79583 -2.62252 2.65127 -2.4 -1.6 1.3
O -1.16164 -2.04084 2.34552 1.2 2.8 -0.4